Record 1
Molecular formula: C20H10ClCoF6N5OP
Method: DFT, ωB97M-V/def2-TZVPD

HOMO-LUMO gap (alpha / beta) = 6.991 / 6.990 eV
total energy = -3900.907169 Ha
strongest force on any atom = 0.014 Eh/bohr
E_HOMO (alpha / beta) = -8.786 / -8.786 eV
net charge = 0
relative energy (zero: lowest compared OMol25 entry of this formula, charge and spin) = 2.1 kcal per mole

Element x y z (Å)
Co1 0.330 -1.060 0.333
Cl1 -6.617 0.458 -0.318
C1 -5.015 -0.198 -0.164
C2 -4.851 -1.596 -0.065
C3 -3.613 -2.157 0.057
C4 -2.457 -1.341 0.091
O1 -1.303 -1.910 0.226
C5 -2.630 0.059 -0.020
C6 -1.537 0.945 -0.016
N1 -0.276 0.633 0.024
C7 0.749 1.627 0.032
C8 0.614 2.961 -0.222
C9 1.752 3.800 -0.158
C10 2.992 3.305 0.129
C11 3.160 1.918 0.358
C12 4.395 1.275 0.610
C13 4.441 -0.079 0.763
C14 3.249 -0.828 0.680
N2 2.096 -0.248 0.473
C15 2.028 1.102 0.305
C16 -3.932 0.617 -0.140
H1 -5.731 -2.226 -0.089
H2 -3.485 -3.228 0.137
H3 -1.771 2.004 -0.059
H4 -0.340 3.395 -0.488
H5 1.627 4.855 -0.357
H6 3.854 3.958 0.166
H7 5.300 1.868 0.669
H8 5.371 -0.596 0.950
H9 3.242 -1.903 0.798
H10 -4.050 1.690 -0.223
F1 0.953 -2.673 1.526
P1 0.595 -2.137 3.104
F2 0.045 -0.737 2.248
F3 -0.856 -2.740 2.929
F4 1.162 -3.470 3.717
F5 0.214 -1.447 4.466
F6 2.043 -1.453 3.124
N3 0.666 -1.423 -1.444
C17 0.214 -1.087 -2.474
C18 -0.256 -0.662 -3.673
C19 0.385 0.463 -4.276
N4 0.930 1.372 -4.726
C20 -1.385 -1.298 -4.267
N5 -2.304 -1.806 -4.738

=====

Record 2
Molecular formula: C20H10N3O2PdS4
Method: DFT, ωB97M-V/def2-TZVPD

HOMO-LUMO gap (alpha / beta) = 7.611 / 5.296 eV
total energy = -2803.544199 Ha
strongest force on any atom = 0.045 Eh/bohr
<S²> = 6.035
E_HOMO (alpha / beta) = -5.362 / -5.661 eV
2S+1 = 5
net charge = -1

Element x y z (Å)
Pd1 1.996 -0.118 0.476
S1 1.926 2.662 2.610
C1 0.316 2.659 2.106
C2 -0.784 2.992 2.836
C3 -2.079 3.126 2.257
C4 -3.126 3.589 3.156
N1 -4.064 3.907 3.740
C5 -2.258 2.804 0.897
C6 -1.110 2.523 0.170
C7 0.131 2.432 0.753
S2 1.616 2.180 -0.141
C8 -3.576 2.968 0.326
N2 -4.620 3.126 -0.148
H1 -0.691 3.167 3.885
H2 -1.131 2.466 -0.908
O1 4.971 -1.092 -2.380
C9 3.891 -0.751 -1.876
O2 3.682 -0.557 -0.624
C10 2.719 -0.636 -2.891
C11 3.110 -0.463 -4.221
C12 2.245 -0.179 -5.251
C13 0.918 -0.033 -5.000
C14 0.451 -0.289 -3.709
C15 1.340 -0.634 -2.667
S3 0.505 -0.991 -1.156
H3 4.166 -0.636 -4.389
H4 2.649 -0.078 -6.254
H5 0.185 0.178 -5.826
H6 -0.636 -0.294 -3.539
S4 1.290 -1.131 2.444
C16 0.006 -2.289 2.294
C17 -0.933 -2.238 3.339
C18 -1.945 -3.143 3.420
C19 -2.118 -4.050 2.370
C20 -1.204 -4.008 1.315
N3 -0.104 -3.170 1.311
H7 -0.819 -1.601 4.196
H8 -2.625 -3.103 4.297
H9 -2.977 -4.680 2.366
H10 -1.311 -4.614 0.416

=====

Record 3
Molecular formula: C20H11Cl2N2O8Ti
Method: DFT, ωB97M-V/def2-TZVPD

HOMO-LUMO gap (alpha / beta) = 7.241 / 7.756 eV
total energy = -3250.141115 Ha
strongest force on any atom = 0.031 Eh/bohr
<S²> = 0.755
E_HOMO (alpha / beta) = -8.502 / -9.214 eV
2S+1 = 2
net charge = 0
relative energy (zero: lowest compared OMol25 entry of this formula, charge and spin) = 28.2 kcal per mole

Element x y z (Å)
Ti1 -0.130 -0.657 0.610
O1 -1.112 -2.558 4.043
C1 -0.973 -2.152 2.913
O2 -0.642 -0.959 2.536
C2 -1.219 -3.107 1.750
C3 -1.724 -4.380 1.940
C4 -1.940 -5.177 0.829
C5 -1.634 -4.688 -0.435
C6 -1.115 -3.415 -0.546
N1 -0.922 -2.643 0.528
H1 -1.931 -4.705 2.949
H2 -2.340 -6.177 0.942
H3 -1.784 -5.285 -1.323
H4 -0.828 -2.989 -1.499
Cl1 -2.441 2.392 -5.709
C7 -1.687 1.583 -4.375
C8 -0.497 0.872 -4.601
C9 0.136 0.221 -3.576
Cl2 1.598 -0.642 -3.859
C10 -0.386 0.247 -2.256
O3 0.235 -0.344 -1.288
C11 -1.600 0.956 -2.063
C12 -2.224 0.968 -0.789
O4 -1.822 0.334 0.215
C13 -2.237 1.630 -3.129
H5 -0.074 0.842 -5.596
H6 -3.137 1.559 -0.673
H7 -3.157 2.172 -2.951
O5 3.911 -0.696 0.526
C14 2.833 -0.300 0.897
O6 1.756 -1.029 1.018
C15 2.670 1.148 1.324
C16 3.800 1.842 1.747
C17 3.716 3.154 2.184
C18 2.499 3.819 2.178
C19 1.394 3.128 1.723
C20 1.453 1.809 1.314
N2 0.096 3.820 1.628
O7 0.005 4.922 2.122
O8 -0.800 3.250 1.031
H8 4.746 1.318 1.725
H9 4.604 3.669 2.527
H10 2.398 4.844 2.501
H11 0.507 1.406 0.967

=====

Record 4
Molecular formula: C20H11Cl5N4O4Sm
Method: DFT, ωB97M-V/def2-TZVPD

HOMO-LUMO gap (alpha / beta) = 7.988 / 8.236 eV
total energy = -4247.583984 Ha
strongest force on any atom = 0.012 Eh/bohr
<S²> = 8.766
E_HOMO (alpha / beta) = -11.953 / -11.952 eV
2S+1 = 6
net charge = +1
relative energy (zero: lowest compared OMol25 entry of this formula, charge and spin) = 0.0 kcal per mole

Element x y z (Å)
Sm1 -0.473 -0.576 0.810
O1 5.457 -2.094 1.688
C1 4.675 -3.109 1.996
O2 5.102 -4.187 2.307
C2 3.189 -2.881 2.063
C3 2.346 -3.911 2.457
N1 1.097 -3.442 2.424
N2 1.048 -2.156 2.030
C4 2.321 -1.808 1.804
C5 2.593 -0.436 1.258
O3 3.723 -0.061 1.021
O4 1.516 0.255 1.036
H1 4.953 -1.268 1.498
H2 2.574 -4.918 2.757
H3 0.252 -3.938 2.646
Cl1 0.706 -2.680 -1.461
C6 -1.024 -2.445 -1.794
C7 -1.755 -1.814 -0.814
C8 -3.059 -1.481 -1.109
Cl2 -3.964 -0.554 0.098
C9 -3.663 -1.806 -2.318
Cl3 -5.284 -1.381 -2.662
C10 -2.893 -2.490 -3.276
Cl4 -3.601 -2.922 -4.773
C11 -1.549 -2.810 -3.035
Cl5 -0.609 -3.601 -4.223
N3 -1.398 1.485 2.031
C12 -0.965 2.672 1.312
C13 -0.701 3.854 1.949
C14 -0.308 4.991 1.212
C15 -0.211 4.936 -0.149
C16 -0.460 3.726 -0.832
C17 -0.361 3.595 -2.235
C18 -0.585 2.383 -2.825
C19 -0.875 1.277 -2.003
N4 -0.970 1.358 -0.692
C20 -0.801 2.573 -0.093
H4 -1.135 1.585 3.005
H5 -2.415 1.436 2.014
H6 -0.817 3.923 3.023
H7 -0.103 5.912 1.738
H8 0.066 5.812 -0.719
H9 -0.106 4.459 -2.834
H10 -0.523 2.248 -3.894
H11 -1.012 0.290 -2.434

=====

Record 5
Molecular formula: C20H11F7S
Method: DFT, ωB97M-V/def2-TZVPD

HOMO-LUMO gap = 3.703 eV
total energy = -1865.900209 Ha
strongest force on any atom = 0.040 Eh/bohr
E_HOMO = -7.069 eV
net charge = 0

Element x y z (Å)
F1 -4.451 3.501 -1.605
C1 -4.191 2.146 -1.587
C2 -5.272 1.267 -1.596
C3 -4.963 -0.097 -1.572
F2 -6.005 -0.997 -1.584
C4 -3.671 -0.578 -1.548
C5 -2.566 0.340 -1.555
C6 -1.277 -0.238 -1.543
C7 0.012 0.344 -1.547
C8 1.119 -0.570 -1.544
C9 2.409 -0.084 -1.575
F3 3.453 -0.981 -1.589
C10 2.713 1.280 -1.595
C11 1.629 2.155 -1.567
F4 1.886 3.510 -1.560
C12 0.307 1.740 -1.549
C13 -2.866 1.736 -1.571
H1 -6.297 1.620 -1.626
H2 -3.479 -1.653 -1.529
H3 -1.275 -1.330 -1.561
H4 0.934 -1.646 -1.529
H5 3.737 1.635 -1.635
H6 -0.477 2.488 -1.522
H7 -2.084 2.487 -1.566
F5 3.769 -3.406 3.586
C14 3.951 -2.238 2.901
F6 4.808 -1.473 3.640
F7 4.605 -2.557 1.738
C15 2.659 -1.536 2.629
C16 2.652 -0.144 2.530
C17 1.457 0.503 2.297
C18 0.243 -0.229 2.150
S1 -1.199 0.549 1.881
C19 0.303 -1.652 2.243
C20 1.499 -2.296 2.475
H8 3.580 0.410 2.657
H9 1.419 1.587 2.232
H10 -0.620 -2.215 2.136
H11 1.549 -3.380 2.559

=====

Record 6
Molecular formula: C20H12Cl5IN3NaO6
Method: DFT, ωB97M-V/def2-TZVPD

HOMO-LUMO gap = 5.914 eV
total energy = -4146.058285 Ha
strongest force on any atom = 0.026 Eh/bohr
E_HOMO = -1.966 eV
net charge = -2

Element x y z (Å)
Na1 -1.032 -0.782 0.397
C1 1.841 -2.865 -2.171
C2 2.229 -1.612 -1.450
N1 3.143 -0.840 -1.959
C3 3.411 0.347 -1.332
C4 2.789 0.742 -0.184
C5 3.056 2.130 0.321
O1 1.915 2.982 0.138
C6 1.843 -0.106 0.450
C7 1.155 0.344 1.656
N2 0.408 -0.432 2.356
C8 -0.286 0.024 3.498
C9 -0.219 1.313 4.027
C10 -0.939 1.670 5.154
C11 -1.754 0.739 5.787
C12 -1.842 -0.549 5.278
C13 -1.115 -0.901 4.148
I1 -1.274 -2.840 3.392
C14 1.492 -1.325 -0.210
O2 0.593 -2.129 0.156
H1 2.493 -2.994 -3.035
H2 0.797 -2.808 -2.495
H3 1.891 -3.734 -1.511
H4 4.136 0.998 -1.807
H5 3.916 2.546 -0.211
H6 3.289 2.142 1.390
H7 1.304 2.520 -0.456
H8 1.288 1.398 1.915
H9 0.382 2.059 3.523
H10 -0.878 2.684 5.530
H11 -2.332 1.016 6.661
H12 -2.483 -1.283 5.748
Cl1 -2.315 -0.715 -6.953
C15 -1.842 -0.436 -5.298
C16 -2.246 -1.302 -4.279
Cl2 -3.239 -2.680 -4.679
C17 -1.877 -1.088 -2.968
Cl3 -2.395 -2.165 -1.695
C18 -1.056 0.025 -2.563
O3 -0.707 0.222 -1.381
C19 -0.667 0.888 -3.643
Cl4 0.337 2.242 -3.218
C20 -1.047 0.657 -4.951
Cl5 -0.526 1.755 -6.204
O4 -2.052 1.390 1.129
N3 -2.923 0.551 0.774
O5 -3.777 0.824 -0.072
O6 -2.883 -0.625 1.296

=====

What did the fourth record say?
Molecular formula: C20H11Cl5N4O4Sm
Method: DFT, ωB97M-V/def2-TZVPD

HOMO-LUMO gap (alpha / beta) = 7.988 / 8.236 eV
total energy = -4247.583984 Ha
strongest force on any atom = 0.012 Eh/bohr
<S²> = 8.766
E_HOMO (alpha / beta) = -11.953 / -11.952 eV
2S+1 = 6
net charge = +1
relative energy (zero: lowest compared OMol25 entry of this formula, charge and spin) = 0.0 kcal per mole

Element x y z (Å)
Sm1 -0.473 -0.576 0.810
O1 5.457 -2.094 1.688
C1 4.675 -3.109 1.996
O2 5.102 -4.187 2.307
C2 3.189 -2.881 2.063
C3 2.346 -3.911 2.457
N1 1.097 -3.442 2.424
N2 1.048 -2.156 2.030
C4 2.321 -1.808 1.804
C5 2.593 -0.436 1.258
O3 3.723 -0.061 1.021
O4 1.516 0.255 1.036
H1 4.953 -1.268 1.498
H2 2.574 -4.918 2.757
H3 0.252 -3.938 2.646
Cl1 0.706 -2.680 -1.461
C6 -1.024 -2.445 -1.794
C7 -1.755 -1.814 -0.814
C8 -3.059 -1.481 -1.109
Cl2 -3.964 -0.554 0.098
C9 -3.663 -1.806 -2.318
Cl3 -5.284 -1.381 -2.662
C10 -2.893 -2.490 -3.276
Cl4 -3.601 -2.922 -4.773
C11 -1.549 -2.810 -3.035
Cl5 -0.609 -3.601 -4.223
N3 -1.398 1.485 2.031
C12 -0.965 2.672 1.312
C13 -0.701 3.854 1.949
C14 -0.308 4.991 1.212
C15 -0.211 4.936 -0.149
C16 -0.460 3.726 -0.832
C17 -0.361 3.595 -2.235
C18 -0.585 2.383 -2.825
C19 -0.875 1.277 -2.003
N4 -0.970 1.358 -0.692
C20 -0.801 2.573 -0.093
H4 -1.135 1.585 3.005
H5 -2.415 1.436 2.014
H6 -0.817 3.923 3.023
H7 -0.103 5.912 1.738
H8 0.066 5.812 -0.719
H9 -0.106 4.459 -2.834
H10 -0.523 2.248 -3.894
H11 -1.012 0.290 -2.434